Entry 1:
{
  "formula": "C7H16N3",
  "method": "ωB97M-V with the def2-TZVPD basis set",
  "species": ["C", "C", "C", "C", "C", "C", "C", "N", "N", "N", "H", "H", "H", "H", "H", "H", "H", "H", "H", "H", "H", "H", "H", "H", "H", "H"],
  "xyz": [[0.185470, 0.198271, 0.005558], [-1.715713, -0.687748, 1.424682], [-2.164967, 0.061376, 0.177222], [-0.389021, -2.356510, 0.404312], [-1.103514, 1.875918, -1.343182], [1.989884, 1.302973, -1.149203], [2.306178, -0.369785, 0.816265], [-0.298598, -1.150630, 1.205939], [-0.930710, 0.771947, -0.336608], [1.453089, 0.453001, -0.010045], [-1.477708, -0.035570, 2.336588], [-2.354516, -1.478264, 1.544566], [-2.497934, -0.530122, -0.563599], [-2.779646, 1.002119, 0.425761], [-0.695100, -3.095597, 1.147362], [-0.881088, -2.386045, -0.538706], [0.682548, -2.793989, 0.111792], [-2.076569, 2.082302, -1.376970], [-0.713031, 2.879063, -1.020733], [-0.756849, 1.504360, -2.222423], [3.104511, 0.900488, -1.320928], [1.984136, 2.378856, -0.705487], [1.519542, 1.190302, -2.032941], [2.452812, -1.292913, 0.384449], [1.960991, -0.528273, 1.802203], [3.195803, 0.104473, 0.834126]],
  "forces_ev_per_a": [[-1.9, -2.9, 4.6], [3.6, 3.3, 0.6], [1.7, 5.0, 3.0], [4.2, -2.2, 0.5], [2.7, 0.5, 3.6], [4.6, 0.7, 4.9], [-1.1, 0.3, -0.1], [-0.3, 2.9, -4.0], [0.3, 0.0, -0.7], [-1.2, 0.3, -2.2], [-1.7, -0.6, -1.2], [-1.5, -2.0, 1.0], [-1.7, -2.0, -2.5], [0.0, -2.1, -0.4], [-0.6, -0.3, -0.5], [-1.2, 0.3, -0.5], [-1.9, 1.2, 0.7], [-4.1, 0.3, -0.5], [0.5, -1.3, -0.2], [1.0, -0.4, -2.7], [-2.4, 1.3, 0.4], [0.3, -1.8, -1.4], [-2.0, -0.4, -2.6], [0.3, -2.2, -1.1], [-0.7, 0.2, 0.8], [3.1, 1.5, 0.3]],
  "homo_lumo_gap_ev": 10.8,
  "e_above_lowest_kcal_mol": 111.3,
  "total_charge": 1
}

=====

Entry 2:
{
  "formula": "C7H16N3O8P2Sn",
  "method": "ωB97M-V with the def2-TZVPD basis set",
  "species": ["Sn", "N", "C", "C", "P", "O", "O", "O", "P", "O", "O", "O", "H", "H", "H", "H", "H", "H", "H", "H", "O", "N", "C", "N", "C", "C", "O", "C", "C", "H", "H", "H", "H", "H", "H", "H", "H"],
  "xyz": [[-0.233892, 0.235176, 0.165633], [2.655950, 3.040965, 2.812573], [2.255339, 1.617660, 2.732496], [3.053137, 0.766189, 3.712078], [2.722255, 1.172170, 0.770519], [2.709314, -0.556268, 1.475669], [2.158967, 2.793645, 0.432063], [1.573485, 0.624689, -0.304486], [0.485189, 1.582934, 3.005411], [0.185033, 0.989762, 4.489824], [-0.155724, 2.917886, 2.875096], [-0.028932, 0.411957, 2.153437], [3.666340, 3.118645, 2.764754], [2.305447, 3.501157, 3.644351], [2.156629, 3.228822, 1.380782], [4.102647, 0.759553, 3.408248], [2.720557, -0.268419, 3.700043], [2.967079, 1.152302, 4.734552], [3.059576, -1.109855, 0.775550], [-0.039057, 1.703761, 5.086951], [-1.465629, -0.885492, -0.655380], [-1.102590, 2.329512, -0.033852], [-0.544366, 3.346544, 0.028091], [-0.118112, 4.590232, 0.018326], [0.947989, 4.935131, -0.939748], [0.891860, 6.430907, -1.157321], [1.015054, 7.151850, 0.060690], [-0.015630, 6.786749, 0.966560], [0.016184, 5.308812, 1.291268], [0.758243, 4.405485, -1.873073], [1.897549, 4.590736, -0.524941], [-0.052058, 6.703958, -1.646696], [1.720408, 6.747205, -1.789805], [-0.991305, 7.059797, 0.542493], [0.150173, 7.366718, 1.874131], [-0.789706, 5.012110, 1.957374], [0.968694, 5.036512, 1.755337]],
  "forces_ev_per_a": [[-0.9, -0.6, -0.3], [0.1, 0.2, 0.9], [0.6, 0.2, -0.5], [-0.1, -0.2, 0.0], [0.6, -0.3, 0.8], [-0.1, 0.0, 0.0], [-0.5, 0.7, 1.0], [0.2, 0.1, -0.5], [-0.3, -0.3, 0.3], [0.3, -0.1, -0.1], [0.1, 0.0, 0.0], [-0.8, -0.1, -0.1], [0.0, 0.0, 0.1], [0.1, 0.0, 0.1], [0.2, -0.4, -1.8], [0.0, 0.0, 0.0], [0.0, 0.0, 0.0], [0.0, 0.1, 0.0], [0.0, 0.0, -0.2], [-0.1, 0.2, 0.1], [0.5, 0.4, 0.4], [0.4, -0.2, -0.1], [-0.2, 0.4, 0.1], [0.0, -0.5, 0.0], [-0.1, 0.1, -0.1], [0.0, 0.1, 0.0], [0.0, -0.1, 0.0], [0.1, 0.1, 0.1], [0.0, 0.1, 0.0], [0.1, 0.0, 0.0], [0.0, 0.1, -0.1], [0.0, 0.0, 0.0], [0.0, 0.0, 0.0], [0.0, 0.0, 0.0], [0.0, 0.0, 0.0], [0.0, 0.0, 0.0], [-0.1, 0.0, 0.0]],
  "homo_lumo_gap_ev": 6.3,
  "e_above_lowest_kcal_mol": 0.0,
  "total_charge": -1
}

=====

Entry 3:
{
  "formula": "C7H16N4O2",
  "method": "ωB97M-V with the def2-TZVPD basis set",
  "species": ["C", "C", "C", "C", "C", "C", "C", "N", "N", "N", "N", "O", "O", "H", "H", "H", "H", "H", "H", "H", "H", "H", "H", "H", "H", "H", "H", "H", "H"],
  "xyz": [[-0.136673, -1.570543, 0.945091], [-0.254140, 2.182484, 0.408640], [0.050722, -1.520074, -0.436947], [-0.737819, 4.230289, 1.555171], [-0.794947, -2.928430, -2.376480], [-1.161938, 3.301797, -1.607223], [1.848192, -2.021439, 2.289181], [-0.023904, 3.427914, 0.969401], [-0.120739, -2.901043, -1.069893], [0.391430, -1.855435, 2.079391], [-0.758934, 2.179154, -0.800669], [-0.028138, -0.560462, -1.172612], [2.404350, -2.409808, 1.071371], [-0.346305, 5.041976, 2.080944], [-1.795877, 3.982023, 1.759241], [-1.091852, -3.935278, -2.693564], [-1.533259, -2.099656, -2.297927], [-0.149118, -2.659941, -3.275550], [-1.097809, 3.241816, -2.656299], [-2.154218, 3.495908, -1.378294], [-0.590188, 4.239268, -1.228300], [2.234027, -1.164786, 2.646261], [2.093950, -2.753623, 3.119631], [0.933014, 3.607819, 0.814439], [0.861734, -3.343979, -1.143473], [-0.182609, -2.261889, 2.865399], [-0.538766, -3.605528, -0.458446], [-0.643628, 1.304883, -1.215765], [3.323442, -2.643417, 1.207281]],
  "forces_ev_per_a": [[-0.4, -1.4, 0.8], [-0.9, -2.0, -1.5], [-0.7, 1.3, 1.0], [-3.9, 1.0, 2.7], [0.1, 1.5, -2.5], [1.7, 2.7, 1.9], [-0.2, -3.6, 0.1], [1.0, -1.4, -2.3], [3.2, -2.4, 0.1], [0.0, -1.0, -0.4], [1.5, 1.3, 2.0], [0.4, -0.4, -0.3], [-0.5, 0.1, -0.2], [0.8, 1.4, 0.4], [0.6, 0.2, -0.5], [-0.6, 0.3, 0.9], [-0.1, -1.2, -0.4], [-0.2, 0.1, 1.7], [0.6, -0.7, -1.1], [-2.1, 0.4, 0.3], [-0.8, -1.5, -1.0], [1.2, 3.5, 0.9], [-1.0, 0.3, -1.0], [1.8, 0.7, 0.2], [-1.3, 1.1, -0.1], [0.4, 1.3, -1.0], [-0.6, 0.5, 0.3], [-0.3, -2.1, -0.9], [0.4, -0.1, 0.0]],
  "homo_lumo_gap_ev": 9.0,
  "e_above_lowest_kcal_mol": 85.8,
  "total_charge": 2
}

=====

Entry 4:
{
  "formula": "C7H16N5O",
  "method": "ωB97M-V with the def2-TZVPD basis set",
  "species": ["C", "C", "C", "C", "C", "C", "C", "N", "N", "N", "N", "N", "O", "H", "H", "H", "H", "H", "H", "H", "H", "H", "H", "H", "H", "H", "H", "H", "H"],
  "xyz": [[0.690275, 1.033645, -0.586303], [-1.054768, -0.563476, -0.092582], [0.681752, 2.260469, -0.166158], [1.123476, -1.229151, -0.860302], [1.875829, 3.070201, -0.286766], [-0.669932, -3.039967, -0.525053], [-3.251598, 0.093843, 0.770400], [1.160005, 0.058625, -1.391276], [-4.323701, 0.511533, 0.015456], [2.737399, -1.171246, 1.689966], [-2.250321, -0.345439, 0.126785], [-0.333643, -1.598558, -0.497951], [-0.520713, 2.723203, 0.292878], [1.482403, -2.086644, -1.509740], [1.747370, -1.263427, 0.061933], [2.687755, 2.777601, -1.029054], [2.186039, 3.331051, 0.720560], [1.525828, 3.988804, -0.672985], [-1.642566, -3.037797, -0.138324], [-0.714168, -3.549877, -1.454258], [-0.033823, -3.412667, 0.256029], [-3.390107, 0.187957, 1.762999], [1.140925, 0.185807, -2.347700], [-5.263395, 0.711995, 0.446825], [-4.467141, 0.418414, -0.996556], [2.899477, -2.019452, 2.168749], [3.410571, -0.974078, 1.009603], [-0.181065, 3.557510, 0.790492], [2.747830, -0.618870, 2.442331]],
  "forces_ev_per_a": [[-1.6, -4.2, -1.1], [4.4, 0.7, -1.3], [-1.3, -2.0, -1.0], [0.2, -2.7, 0.8], [1.3, 1.0, -0.3], [0.2, 2.1, 1.6], [-0.9, 0.1, -5.6], [0.8, 1.6, 2.4], [-2.5, 0.6, 0.7], [-1.7, -2.4, -1.5], [-1.9, -0.6, 1.3], [0.1, 1.6, -0.6], [2.4, 3.0, 1.7], [-0.4, 1.5, 0.2], [-1.0, 0.0, -0.6], [-1.1, -0.2, 1.5], [0.9, -0.2, 0.1], [-0.3, 1.4, -0.7], [-1.6, -0.5, 0.6], [0.7, -0.1, -1.0], [0.4, -1.2, -0.1], [0.1, 0.1, 3.4], [-0.3, 0.4, -2.3], [1.9, -0.3, -0.2], [1.1, -0.2, 0.8], [0.5, -1.7, -0.3], [1.5, 0.4, -0.6], [-1.7, -1.6, -0.9], [0.2, 3.8, 3.0]],
  "homo_lumo_gap_ev": 7.7,
  "e_above_lowest_kcal_mol": 70.3,
  "total_charge": 1
}

=====

Entry 5:
{
  "formula": "C7H16NO2",
  "method": "ωB97M-V with the def2-TZVPD basis set",
  "species": ["C", "C", "C", "C", "C", "C", "C", "N", "O", "O", "H", "H", "H", "H", "H", "H", "H", "H", "H", "H", "H", "H", "H", "H", "H", "H"],
  "xyz": [[-3.159588, -0.620821, -0.558255], [-2.971854, 0.676231, -0.428147], [0.227437, -2.001123, -0.506859], [2.432173, -0.969274, -0.264765], [0.631876, 0.629902, 2.152221], [0.511084, 2.725133, -0.528672], [0.330467, 0.411563, -0.232065], [1.043028, -0.795934, -0.759434], [-0.195760, 0.359105, 0.991460], [0.745336, 1.499950, -0.831618], [-3.012240, -1.126765, -1.500077], [-3.499991, -1.231883, 0.260266], [-2.651359, 1.291604, -1.254690], [-0.790173, -1.833089, -0.856964], [0.661493, -2.860019, -1.013236], [0.186399, -2.193774, 0.563456], [2.989925, -0.044192, -0.387706], [2.417573, -1.247087, 0.786283], [2.929732, -1.757355, -0.828231], [-0.056416, 0.975259, 2.919496], [1.376849, 1.398912, 1.950735], [1.116984, -0.284973, 2.493854], [-0.030994, 3.003684, 0.359968], [-3.149010, 1.188252, 0.501871], [0.820039, 3.453608, -1.254600], [1.096987, -0.646926, -1.774284]],
  "forces_ev_per_a": [[0.0, -0.2, -0.1], [0.1, 0.2, -0.1], [-0.6, -0.7, 0.1], [0.7, -0.1, 0.2], [0.1, 0.1, 0.2], [-0.3, 1.9, 0.6], [-0.5, -0.8, 0.1], [-0.1, 0.9, 0.0], [0.3, 0.1, -0.5], [0.6, -1.6, -0.4], [0.0, 0.0, -0.2], [-0.1, -0.1, 0.2], [0.0, 0.1, -0.2], [0.1, 0.1, 0.0], [0.1, 0.1, 0.0], [0.1, 0.1, -0.1], [-0.1, 0.1, -0.1], [-0.1, 0.0, 0.0], [-0.1, 0.0, 0.0], [0.1, 0.0, 0.0], [0.0, 0.0, -0.1], [0.0, 0.0, -0.1], [-0.1, -0.3, 0.1], [0.0, 0.1, 0.2], [0.1, -0.1, -0.1], [-0.1, 0.0, 0.2]],
  "homo_lumo_gap_ev": [8.8, 8.3],
  "e_above_lowest_kcal_mol": 104.8,
  "total_charge": 1
}

=====

Entry 6:
{
  "formula": "C7H16NO2S3",
  "method": "ωB97M-V with the def2-TZVPD basis set",
  "species": ["C", "C", "C", "C", "C", "C", "C", "N", "O", "O", "S", "S", "S", "H", "H", "H", "H", "H", "H", "H", "H", "H", "H", "H", "H", "H", "H", "H", "H"],
  "xyz": [[-3.055033, 0.347051, 0.115572], [2.716918, -0.145708, -0.477727], [5.156695, 0.039410, 0.292731], [4.339350, -1.970053, -0.776543], [-4.210704, 2.339893, 0.763763], [-5.311731, 0.713074, -0.602511], [4.047360, -0.613349, -0.342920], [-4.099494, 1.145830, 0.069416], [-0.725394, -2.068293, 0.235602], [0.812770, -0.789679, 1.619041], [-1.739958, 0.669597, 1.087082], [-3.050596, -0.883868, -1.080694], [-0.465214, -1.460394, 1.589616], [2.553662, 1.031081, -0.603451], [2.043103, -0.473991, -1.278577], [2.318434, -0.187204, 0.581542], [5.802905, 0.451216, -0.425406], [5.678119, -0.737967, 0.856087], [4.981602, 0.875184, 0.876466], [3.632259, -2.445973, -1.336925], [5.264805, -1.929398, -1.413702], [4.770991, -2.608080, 0.017896], [-4.937038, 2.205994, 1.590995], [-3.215919, 2.815396, 1.056353], [-4.633880, 3.325517, 0.307884], [-5.328363, 0.900225, -1.707906], [-5.384625, -0.328398, -0.401949], [-6.204477, 1.283055, -0.164662], [-1.756554, -1.500154, -0.447083]],
  "forces_ev_per_a": [[-0.4, 0.1, -1.4], [-1.1, 4.3, -0.7], [0.1, -1.3, 1.0], [3.2, 0.4, 0.3], [0.1, 4.8, 2.2], [-1.5, 1.4, -0.5], [-0.6, -1.1, -0.5], [-0.7, -0.3, -1.3], [0.4, -0.1, 1.3], [0.6, 0.0, 0.6], [1.2, 0.1, 1.4], [1.5, -1.2, 0.8], [-0.9, 0.4, -2.0], [1.1, -2.0, 0.6], [0.3, -1.1, 0.8], [-0.2, -0.6, -0.5], [1.1, 0.1, -1.5], [0.4, 0.4, 0.0], [-1.0, 1.5, 1.4], [-2.2, -1.2, -1.1], [-0.5, 0.3, 0.2], [-0.6, 0.3, 0.0], [0.9, 0.1, 0.2], [-1.2, -1.4, 0.2], [0.3, -2.3, -0.7], [0.3, -0.1, 0.9], [-0.6, -0.8, -0.1], [1.4, -0.9, -0.5], [-1.2, 0.2, -0.8]],
  "homo_lumo_gap_ev": 6.3,
  "e_above_lowest_kcal_mol": 7.5,
  "total_charge": 1
}

=====

| no. | energy (hartree) |
| --- | --- |
| 1 | -440.20433 |
| 2 | -1939.67188 |
| 3 | -645.03243 |
| 4 | -624.93302 |
| 5 | -481.11825 |
| 6 | -1675.74157 |